6
Properties=species:S:1:pos:R:3:forces:R:3:lowdin_charge:R:1 method="wB97M-V/def2-TZVPD" total_energy_ev=-21205.364 mol_weight_g_mol=78.1 homo_energy_ha="-0.2825 / -0.3617" de_lowest_kcal_mol=82.6
H 0.604162 0.659739 -0.725557 -0.976 0.085 -1.348 0.015
H -1.058917 -0.235865 -1.501802 0.943 1.192 -0.097 0.024
H 0.721309 1.995361 2.691814 -0.014 -0.058 -0.045 0.020
C -0.191371 -0.097380 -0.833591 -0.046 0.137 0.155 -0.884
S 0.497285 -1.701041 -0.475098 0.803 -1.228 -0.141 0.387
P -0.572467 -0.620814 0.844234 -0.710 -0.128 1.476 0.438